1.
C24H17AsN2PtS4 as an isolated structure, computed with ωB97M-V/def2-TZVPD.

```
49
Properties=species:S:1:pos:R:3:mulliken_charge:R:1
Pt -0.3064 -1.1170 1.1591 1.035
S 0.8521 -1.8783 3.1333 -0.044
S 1.0659 -3.8196 3.0620 0.133
S 0.5186 -4.5828 1.1285 0.135
S -0.7904 -3.4160 0.2975 0.052
N -7.3096 -1.6910 3.5375 -0.324
C -6.2279 -1.4512 3.2371 -0.231
C -4.8664 -1.1724 2.8589 0.693
C -4.5634 -0.7594 1.5680 -0.660
C -3.2416 -0.5643 1.2335 -0.019
N -2.2335 -0.7531 2.1058 -0.305
C -2.5387 -1.1084 3.3641 -0.203
C -3.8356 -1.3235 3.7791 -0.606
H -5.3421 -0.5954 0.8365 0.498
H -2.9692 -0.2287 0.2398 0.460
H -1.7177 -1.2002 4.0604 0.428
H -4.0415 -1.6098 4.8010 0.511
C 4.6365 3.5541 -0.4226 -0.551
C 4.5733 2.6886 0.6635 -0.705
C 3.4055 1.9886 0.9238 -0.405
C 2.3254 2.1550 0.0655 0.535
C 2.3610 3.0269 -1.0123 -0.276
C 3.5386 3.7237 -1.2543 -0.657
As 0.7375 1.0921 0.3612 0.612
C -0.3904 1.2289 -1.1883 0.105
C -1.2649 2.2675 -1.4702 -0.812
C -1.9907 2.2287 -2.6539 -0.705
C -1.8583 1.1482 -3.5198 -0.764
C -0.9976 0.1007 -3.2236 -0.729
C -0.2514 0.1307 -2.0513 0.929
C 0.7458 -0.8802 -1.6436 0.947
C 1.1791 -1.9581 -2.3977 -0.598
C 2.2195 -2.7555 -1.9290 -0.703
C 2.8503 -2.4902 -0.7136 -0.885
C 2.4201 -1.4307 0.0617 -0.411
C 1.3440 -0.6368 -0.3792 -0.372
H 5.5441 4.1105 -0.6129 0.405
H 5.4283 2.5694 1.3155 0.409
H 3.3438 1.3398 1.7896 0.448
H 1.5065 3.1595 -1.6627 0.374
H 3.5914 4.4023 -2.0953 0.415
H -1.3740 3.1041 -0.7918 0.544
H -2.6571 3.0433 -2.9041 0.475
H -2.4319 1.1232 -4.4368 0.450
H -0.9108 -0.7309 -3.9119 0.446
H 0.7409 -2.1633 -3.3660 0.472
H 2.5657 -3.5821 -2.5377 0.448
H 3.6867 -3.0961 -0.3908 0.504
H 2.9308 -1.1909 0.9866 0.500
```

Values from the calculation:
- charge = +2
- multiplicity = 5
- HOMO-LUMO gap (spin up / spin down) (eV) = 7.1 / 5.1
- total energy (a.u.) = -4981.4836
- ΔE to the lowest compared entry with this formula, charge and spin (kJ/mol) = 77.20

=====

2.
C25H38BCl24N2O3 as an isolated structure, computed with ωB97M-V/def2-TZVPD.

```
93
Properties=species:S:1:pos:R:3:mulliken_charge:R:1
O -1.1180 0.0827 -1.9474 -0.444
C -0.0718 -0.6109 -1.4354 -0.079
C 1.2891 0.2997 -1.1227 0.953
C 1.6538 0.1259 0.4691 -0.171
C 2.8913 -0.8699 1.0091 -0.294
C 2.9425 -0.8309 2.6422 -0.268
N 2.1623 -0.0858 3.6478 -0.696
N 1.1641 0.7149 3.1989 0.926
C 0.3260 1.5027 4.2000 -0.464
B 1.1682 1.6140 5.6452 0.549
O 2.5587 2.1241 5.7474 -0.558
O 0.5224 1.1399 6.9040 -0.533
C 0.8927 0.8156 1.7375 0.298
C -0.1737 -2.2386 -1.1792 0.685
C 0.1770 -3.0029 0.2375 0.035
C 0.0516 -4.6486 0.4673 -0.393
C -0.4740 -5.6243 -0.7450 -1.236
C -0.8566 -4.8738 -2.1807 -0.606
C -0.7086 -3.2285 -2.4151 -0.781
H 1.0928 1.4408 -1.3638 -0.942
H 2.2082 -0.1159 -1.7340 0.393
H 3.5891 -1.4829 0.2944 0.342
H 3.7790 -1.5480 3.1087 0.327
H -0.6968 0.9533 4.3462 0.251
H 0.0997 2.5861 3.7863 0.273
H 3.1722 1.3085 5.7251 0.329
H 1.2975 0.8014 7.4676 0.329
H -0.0311 1.5146 1.4443 -0.083
H 0.5375 -2.3849 1.1643 0.168
H 0.3582 -5.0842 1.5351 0.306
H -0.5893 -6.7815 -0.5606 0.962
H -1.2578 -5.5888 -3.0352 0.739
H -0.9997 -2.8088 -3.4924 0.348
C -3.8424 1.8841 -2.9680 1.079
Cl -4.4627 0.9109 -4.3070 -0.192
Cl -3.8667 3.6058 -3.3683 -0.181
H -4.4657 1.7149 -2.0865 -0.539
H -2.8137 1.5828 -2.7558 -0.154
C -0.8234 4.6170 -0.1443 0.218
Cl -1.7271 3.2889 0.5933 -0.051
Cl 0.8750 4.5798 0.3451 -0.254
H -0.8824 4.5268 -1.2317 0.300
H -1.2638 5.5658 0.1717 -0.243
C -4.9255 0.7639 0.6934 0.448
Cl -5.3154 2.1007 -0.3954 -0.173
Cl -3.4293 1.0812 1.5799 -0.134
H -5.7424 0.6372 1.4081 0.366
H -4.8040 -0.1496 0.1062 -0.525
C 2.4122 7.7151 1.1796 0.472
Cl 3.9863 7.7353 0.3755 -0.167
Cl 1.5133 9.2025 0.8558 -0.166
H 1.8352 6.8634 0.8110 -0.396
H 2.5643 7.6190 2.2574 0.284
C -4.6719 -2.2832 -2.1953 0.128
Cl -4.6853 -2.7127 -0.4806 -0.181
Cl -6.0205 -1.2117 -2.5933 -0.152
H -3.7330 -1.7746 -2.4273 -0.029
H -4.7545 -3.1953 -2.7912 0.229
C 2.8516 -3.5257 -3.6418 -0.094
Cl 4.1104 -4.7117 -3.2764 -0.124
Cl 1.2410 -4.2085 -3.3869 0.033
H 2.9784 -2.6594 -2.9879 -0.126
H 2.9459 -3.2170 -4.6857 0.374
C 2.7759 -7.9241 -1.1098 -0.106
Cl 1.3179 -6.9552 -1.3548 0.054
Cl 2.4101 -9.4124 -0.2286 -0.166
H 3.1995 -8.1821 -2.0835 0.293
H 3.4992 -7.3397 -0.5359 -0.034
C -2.0057 8.8497 0.2294 0.257
Cl -2.7768 7.3361 -0.2597 -0.136
Cl -2.9972 9.7167 1.4085 -0.179
H -1.0345 8.6257 0.6774 -0.284
H -1.8687 9.4803 -0.6524 0.347
C 2.7085 3.8001 -2.9962 -0.247
Cl 3.9673 2.6141 -2.6307 -0.160
Cl 1.0979 3.1173 -2.7412 -0.077
H 2.8352 4.6664 -2.3423 0.187
H 2.8027 4.1088 -4.0401 0.342
C 6.4675 -7.8998 -1.4583 -0.228
Cl 5.6964 -9.4133 -1.9474 -0.131
Cl 5.4760 -7.0327 -0.2792 -0.158
H 7.4387 -8.1238 -1.0103 0.316
H 6.6045 -7.2691 -2.3401 0.234
C -3.9293 -6.9514 -1.2516 -0.372
Cl -2.8955 -6.2491 -0.0015 -0.059
Cl -3.7610 -6.0795 -2.7802 -0.116
H -3.6441 -7.9952 -1.4042 0.365
H -4.9704 -6.8975 -0.9241 0.323
C -2.2168 7.9640 4.6889 0.245
Cl -1.9152 9.0960 6.0127 -0.155
Cl -0.8228 6.9097 4.4234 -0.140
H -3.0855 7.3495 4.9372 0.283
H -2.4140 8.5297 3.7750 -0.213
```

Values from the calculation:
- charge = +1
- HOMO-LUMO gap (eV) = 5.3
- total energy (a.u.) = -12379.1892

=====

3.
A 6-piece molecular cluster, C20H55ClN5O9 overall, computed with ωB97M-V/def2-TZVPD.

```
90
Properties=species:S:1:pos:R:3:mulliken_charge:R:1
Cl 0.5836 -0.6943 -2.9473 1.648
O 1.1457 0.5558 -2.5825 -0.653
O 0.4261 -0.7502 -4.3321 -0.656
O 1.3812 -1.7438 -2.3610 -0.697
O -0.6875 -0.6417 -2.2454 -0.763
C 1.9875 0.5197 1.2742 -0.046
C 3.0918 0.6906 0.2834 1.207
C 4.2526 1.4193 0.9416 -0.631
O 5.3474 1.7155 0.0717 -0.413
C 5.1419 2.5051 -1.1132 -0.449
N 3.5893 -0.6458 -0.0240 -0.702
H 2.3237 -0.1516 2.0643 0.333
H 1.0845 0.1106 0.8210 -1.092
H 1.8001 1.5325 1.6309 0.446
H 2.7890 1.2931 -0.5730 -0.266
H 4.5590 0.7768 1.7671 0.396
H 3.9158 2.3284 1.4399 0.161
H 4.9861 3.5795 -1.0156 0.173
H 4.3896 2.0369 -1.7479 0.136
H 6.0294 2.3802 -1.7336 0.341
H 4.4654 -0.5138 -0.5088 0.348
H 2.8790 -0.9075 -0.6926 -0.054
C 3.2162 6.8201 0.5767 -1.332
C 2.0599 6.0803 1.3348 0.456
C 1.6527 4.7710 0.5140 0.668
O 1.7647 4.9843 -0.9563 -0.438
C 1.5750 3.8067 -1.7364 -0.194
N 2.5544 5.6798 2.6557 -0.668
H 4.1553 6.2668 0.5689 0.238
H 3.3443 7.7028 1.2033 0.425
H 3.0839 7.1644 -0.4490 0.331
H 1.1711 6.6871 1.5077 0.253
H 0.6321 4.4779 0.7600 -0.277
H 2.2109 3.8643 0.7472 -0.417
H 0.7641 3.0893 -1.6098 0.085
H 2.5335 3.2881 -1.7548 -0.073
H 1.5203 4.1450 -2.7711 0.422
H 3.2286 4.9278 2.6482 0.183
H 3.0045 6.3618 3.2493 0.251
C -1.8432 2.4635 0.2461 -0.736
C -2.1815 1.3852 1.2441 0.312
C -3.7215 1.0391 1.4380 -1.160
O -4.4861 2.1043 2.0917 -0.334
C -5.8045 1.9207 2.1516 -0.729
N -1.5198 0.1073 0.8726 -0.136
H -2.6795 3.1515 0.1221 0.400
H -1.5201 2.1479 -0.7459 0.349
H -1.0872 3.1460 0.6343 -0.183
H -1.7595 1.7011 2.1982 0.482
H -3.7261 0.1374 2.0503 0.383
H -4.1103 0.7627 0.4579 0.475
H -6.0483 1.2658 2.9881 0.287
H -6.2212 1.4999 1.2365 0.315
H -6.1927 2.8680 2.5257 0.262
H -0.5775 0.1974 1.2249 0.080
H -1.4740 -0.0638 -0.1217 0.024
C -3.7532 -4.9817 -1.8367 -1.595
C -2.5075 -3.9719 -1.9677 1.122
C -2.0550 -3.9173 -3.4455 -0.416
O -1.6168 -5.2199 -3.8554 -0.411
C -0.2298 -5.4408 -3.4135 -0.600
N -2.8397 -2.6541 -1.4662 -0.613
H -4.6073 -4.6150 -2.4060 0.379
H -4.1028 -5.2365 -0.8362 0.328
H -3.4278 -5.8980 -2.3292 0.383
H -1.6849 -4.3753 -1.3771 -0.283
H -1.4467 -3.0234 -3.5829 0.200
H -2.9118 -3.7672 -4.1022 0.370
H 0.0882 -6.4677 -3.5938 0.386
H -0.2036 -5.4468 -2.3238 0.096
H 0.5810 -4.7843 -3.7289 0.302
H -1.9659 -2.1481 -1.4430 0.070
H -3.3340 -2.0052 -2.0618 0.337
C -2.1315 -4.4034 2.6087 -1.648
C -1.7267 -2.9654 2.4223 0.333
C -0.1702 -2.9227 2.0092 -0.308
O 0.0486 -3.5623 0.7594 -0.079
C 1.3506 -3.6016 0.2921 -0.548
N -2.6098 -2.3949 1.4824 0.027
H -3.1838 -4.4993 2.8764 0.403
H -1.5440 -4.9331 3.3586 0.435
H -1.9716 -5.0304 1.7315 0.286
H -1.8649 -2.4728 3.3848 0.624
H 0.4890 -3.3408 2.7699 0.552
H 0.1711 -1.8924 1.9083 -0.011
H 1.2404 -4.3348 -0.5068 0.168
H 1.9679 -4.1267 1.0211 0.322
H 1.6335 -2.5623 0.1250 0.184
H -2.5066 -2.8647 0.5943 0.134
H -2.1742 -1.4863 1.4125 0.300
```

Values from the calculation:
- multiplicity = 2
- HOMO-LUMO gap (spin up / spin down) (eV) = 9.2 / 4.1
- total energy (a.u.) = -2205.5789

=====

4.
C16H29BCaF6N4O3 as an isolated structure, computed with ωB97M-V/def2-TZVPD.

```
60
Properties=species:S:1:pos:R:3:mulliken_charge:R:1
Ca -1.5738 -0.4539 0.0120 2.320
C 2.1731 2.9428 1.7322 -2.157
C 2.0923 1.4860 1.3307 1.021
C 1.6510 0.5606 2.2814 1.924
C 1.2031 1.0463 3.6387 -2.685
C 1.6529 -0.8072 1.9861 0.698
C 1.2625 -1.8021 3.0545 -2.353
C 2.0495 -1.2460 0.7171 1.913
C 2.0211 -2.7243 0.3997 -2.846
C 2.4934 -0.3218 -0.2378 0.944
C 3.0122 -0.7968 -1.5758 -2.574
C 2.4884 1.0464 0.0608 0.567
C 2.9121 2.0375 -1.0071 -2.220
H 1.1847 3.4102 1.7719 0.284
H 2.8057 3.5238 1.0677 0.487
H 2.5967 3.0291 2.7327 0.438
H 2.0606 1.1684 4.3083 0.442
H 0.5059 0.3543 4.1010 0.524
H 0.6929 2.0046 3.5665 0.475
H 1.6629 -2.7916 2.8517 0.481
H 0.1747 -1.8916 3.1226 0.296
H 1.6327 -1.4959 4.0311 0.487
H 2.8539 -3.2509 0.8741 0.415
H 2.0847 -2.9002 -0.6707 0.514
H 1.0995 -3.1762 0.7660 0.376
H 3.5323 -1.7480 -1.4838 0.501
H 3.7235 -0.0913 -1.9982 0.486
H 2.1931 -0.9358 -2.2866 0.301
H 3.9999 2.1342 -1.0632 0.367
H 2.5113 3.0317 -0.8224 0.544
H 2.5740 1.7223 -1.9954 0.544
C -4.4638 1.9634 -3.2579 -0.672
O -3.2347 2.5527 -2.8093 -0.466
C -2.4750 1.7787 -2.0430 0.769
O -2.7309 0.6124 -1.7978 -0.788
N -1.3799 2.4416 -1.6167 -0.418
N -0.5286 1.8332 -0.6878 0.096
H -4.9750 2.7462 -3.8074 0.263
H -5.0610 1.6409 -2.4077 0.296
H -4.2648 1.1127 -3.9064 0.280
H -1.3546 3.4402 -1.7522 0.252
H -0.5438 2.3461 0.1922 0.249
H 0.4137 1.7860 -1.0549 0.074
N -2.0307 -2.2029 -3.0164 -0.357
C -0.9336 -2.3760 -2.2350 0.259
N -0.4478 -3.6322 -2.1106 -0.352
O -0.3440 -1.4086 -1.7132 -0.505
H -2.6984 -2.9571 -3.0320 0.287
H -2.4319 -1.2785 -2.9540 0.255
H -1.0828 -4.3935 -2.2864 0.294
H 0.1329 -3.7543 -1.2954 0.146
F -1.2704 -3.2624 0.7785 -0.264
C -2.5506 -2.7150 0.3473 -0.811
F -2.9980 -3.6680 -0.6080 -0.308
H -3.1874 -2.9369 1.2147 0.063
F -1.3481 0.3195 2.1977 -0.336
B -2.1894 1.4943 2.1692 0.307
F -3.0099 1.5213 3.2528 -0.272
F -2.9455 1.3083 0.9458 -0.406
F -1.3928 2.6233 2.0281 -0.448
```

Values from the calculation:
- HOMO-LUMO gap (eV) = 8.1
- total energy (a.u.) = -2373.8895
- ΔE to the lowest compared entry with this formula, charge and spin (kJ/mol) = 25.57